A molecular structure, C43H88CaNO12. Source: the Open Molecules 2025 dataset; level of theory: ωB97M-V/def2-TZVPD.

Computed properties:
Orbital gap in eV: 3.23
Charge: +1

```
145
Properties=species:S:1:pos:R:3:lowdin_charge:R:1
H -1.378 4.370 21.484 0.106
H 6.981 3.237 25.279 0.120
H 0.375 -0.317 12.555 0.107
O 0.368 4.844 20.858 -0.010
H 2.388 0.870 12.171 0.117
C 0.784 8.028 14.040 -0.095
H 3.565 -0.201 21.736 0.123
C 9.322 4.019 23.192 -0.211
C 4.833 -1.823 19.146 -0.164
C 5.086 10.093 23.291 -0.181
C -2.774 -2.025 24.457 -0.192
C 10.125 3.746 24.461 -0.177
C -0.447 11.084 27.955 -0.163
H 3.217 2.428 31.626 0.122
H -5.656 11.940 20.248 0.112
H -4.805 10.690 22.104 0.109
H 3.887 10.627 20.617 0.115
H -0.256 9.000 25.882 0.112
C -4.098 -1.785 25.221 -0.177
N 1.850 7.962 11.807 -0.167
H 7.811 4.753 25.550 0.120
C 0.344 0.040 14.623 -0.170
C 1.519 8.780 12.945 -0.297
H 2.383 9.169 13.484 0.102
O -2.861 -3.361 23.958 -0.152
H -0.254 7.790 13.810 0.067
H 1.459 5.802 10.141 0.076
H 2.435 10.084 21.447 0.120
H 0.093 2.161 15.062 0.116
O -4.279 9.756 19.198 -0.139
H 0.564 -0.640 15.445 0.106
H 2.668 8.236 9.896 0.107
H 4.488 8.768 11.592 0.080
C 0.687 6.552 9.974 -0.083
H 5.576 11.981 22.548 0.114
H 9.612 5.011 22.844 0.111
H -6.389 1.223 19.432 0.115
H -5.630 -0.050 16.723 0.104
H -0.008 9.146 28.863 0.116
H 1.922 3.853 30.093 0.110
C -4.228 -3.830 24.038 -0.186
H 0.942 7.138 9.091 0.061
H 3.232 3.325 29.100 0.111
O 7.956 4.010 23.595 -0.173
H 1.729 0.378 31.562 0.126
C 2.750 2.001 30.739 -0.216
H -3.183 11.465 18.726 0.115
O 1.111 4.456 22.733 0.013
O -4.844 2.220 18.461 -0.157
H 0.834 1.959 31.721 0.126
H 5.174 -1.995 21.260 0.126
C -6.180 0.724 17.258 -0.164
H 5.583 -2.590 18.951 0.117
H -4.830 -1.144 24.730 0.106
H 1.522 1.412 15.868 0.105
H -0.142 8.200 11.041 0.118
C 4.762 11.568 23.144 -0.171
H -2.583 -1.243 23.721 0.108
C -5.621 1.062 18.675 -0.198
O 4.139 9.426 22.411 -0.175
H -3.104 11.093 21.672 0.106
H 0.518 2.867 28.641 0.116
C 3.714 -0.493 20.697 -0.221
H -4.887 11.364 18.103 0.125
C 3.735 9.460 11.215 -0.092
H 9.158 2.019 25.173 0.121
H 5.374 0.032 18.070 0.108
C -1.958 10.864 27.811 -0.198
C 3.469 10.395 21.597 -0.227
H 1.079 9.525 27.560 0.108
C 9.134 3.083 25.407 -0.168
H 6.096 9.872 22.948 0.107
H -4.236 -4.919 24.084 0.116
H 1.291 7.090 14.269 0.079
H -2.469 11.730 27.391 0.116
C 1.088 -0.372 13.378 -0.179
O 0.809 1.204 29.862 -0.119
C 3.429 11.647 22.433 -0.170
H 1.733 9.533 10.413 0.121
H 1.412 -1.402 13.232 0.110
C 0.127 4.490 21.991 -0.922
H -7.176 0.299 17.383 0.103
O 4.646 0.354 20.022 -0.168
C 2.447 8.806 10.798 -0.301
H -7.224 2.350 16.456 0.105
C -4.585 11.737 20.269 -0.201
H 3.363 12.503 21.760 0.120
C 0.895 1.428 14.977 -0.184
H -0.075 11.566 28.859 0.112
H 0.147 6.820 12.001 0.097
C 4.358 -1.799 20.564 -0.213
H -4.446 8.623 21.025 0.121
O -1.101 4.167 22.380 0.147
H -0.163 11.648 27.067 0.113
H -2.890 9.230 20.448 0.107
C -0.783 9.026 26.836 -0.193
H 0.881 8.632 14.943 0.069
C 0.613 7.439 11.234 -0.272
H -4.625 3.603 17.024 0.117
C -6.178 2.068 16.573 -0.178
H 2.708 -0.445 20.282 0.124
Ca 4.563 5.265 20.530 1.651
H 6.495 -0.456 19.320 0.111
C -3.959 9.439 20.492 -0.231
H 3.521 10.199 11.987 0.060
H -2.432 10.575 28.750 0.115
H -0.735 0.152 14.517 0.110
C -4.210 11.164 18.933 -0.177
C 1.499 1.345 31.114 -0.209
H 3.179 0.255 13.622 0.110
C 5.436 -0.402 19.067 -0.182
H 2.594 11.651 23.133 0.121
C 2.367 2.960 29.653 -0.178
H -5.733 2.086 15.578 0.106
H 4.957 9.704 24.301 0.117
H 3.412 1.225 30.354 0.122
H 4.181 9.954 10.351 0.076
C -4.703 -3.169 25.325 -0.183
H -1.891 -2.031 25.095 0.112
H 3.712 -2.656 20.753 0.125
O -2.028 9.803 26.846 -0.145
H 4.024 -1.953 18.427 0.117
H 9.380 3.233 26.458 0.123
C 2.237 0.634 13.224 -0.188
H 4.693 12.118 24.083 0.117
H -4.240 -3.559 26.232 0.115
H -0.978 7.987 27.102 0.115
C -4.073 10.762 21.300 -0.157
H 10.925 3.016 24.335 0.113
H -4.173 12.690 20.600 0.109
H -6.169 3.760 17.932 0.113
H 10.601 4.670 24.788 0.114
C 0.050 9.651 27.899 -0.209
H -4.998 0.219 18.975 0.114
H -4.829 -3.582 23.163 0.114
H 1.755 1.752 28.053 0.115
H 9.530 3.221 22.479 0.116
O 1.727 1.828 13.856 -0.159
H -3.938 -1.353 26.209 0.107
C 1.286 2.157 28.949 -0.227
H -0.205 5.983 9.710 0.072
H 1.071 9.723 12.630 0.122
C 7.879 3.801 25.024 -0.205
H -5.791 -3.181 25.395 0.113
C -5.455 3.068 17.486 -0.181
```